[1]
12 unconnected molecules or ions with the total composition C47H114N6O17S5 in a non-equilibrium geometry. Source: the OMol25 dataset; level of theory: wB97M-V/def2-TZVPD.

Summary:
Kohn-Sham gap = 8.9 eV
total charge = 0
highest occupied orbital energy = -0.3252 hartree
SMILES = O=S1(=O)CCCC1.O=S1(=O)CCCC1.O=S1(=O)CCCC1.O=S1(=O)CCCC1.O=S1(=O)CCCC1.COC[C@H](C)N.COC[C@H](C)N.COC[C@H](C)N.COC[C@H](C)N.COC[C@H](C)N.COC[C@H](C)N.CC(C)O

Each line ends with the Mulliken charge.
Cartesian coordinates (Å):
1 O -2.758 -1.487 9.646  -0.64
2 S -1.883 -2.021 8.590  1.03
3 O -0.620 -1.364 8.263  -0.64
4 C -1.674 -3.887 8.861  -0.70
5 C -2.216 -4.540 7.556  -0.65
6 C -3.382 -3.662 7.125  -0.49
7 C -2.834 -2.269 7.128  -0.71
8 H -2.431 -4.073 9.623  0.33
9 H -0.651 -4.077 9.186  0.41
10 H -1.464 -4.573 6.768  0.34
11 H -2.548 -5.562 7.745  0.31
12 H -4.232 -3.764 7.801  0.31
13 H -3.658 -3.993 6.124  0.30
14 H -3.446 -1.433 6.790  0.47
15 H -1.996 -2.189 6.436  0.32
16 O 5.416 -4.013 1.725  -0.59
17 S 6.848 -3.924 2.017  0.98
18 O 7.471 -3.017 3.015  -0.63
19 C 7.503 -5.587 2.351  -0.74
20 C 7.671 -6.326 1.002  -0.49
21 C 7.829 -5.302 -0.121  -0.56
22 C 7.810 -3.853 0.418  -0.77
23 H 6.939 -5.950 3.211  0.47
24 H 8.539 -5.456 2.663  0.31
25 H 8.546 -6.971 1.089  0.31
26 H 6.724 -6.855 0.890  0.27
27 H 6.974 -5.424 -0.786  0.20
28 H 8.614 -5.523 -0.844  0.42
29 H 7.588 -2.992 -0.212  0.50
30 H 8.840 -3.670 0.722  0.31
31 O -7.978 -1.360 -0.283  -0.65
32 S -7.409 -1.956 0.921  1.07
33 O -6.158 -2.736 0.809  -0.63
34 C -7.210 -0.531 2.165  -0.65
35 C -8.207 -0.784 3.298  -0.60
36 C -8.562 -2.286 3.335  -0.59
37 C -8.681 -2.847 1.906  -0.70
38 H -7.600 0.364 1.680  0.29
39 H -6.143 -0.451 2.371  0.46
40 H -7.606 -0.460 4.149  0.27
41 H -9.123 -0.214 3.146  0.34
42 H -9.490 -2.467 3.877  0.36
43 H -7.777 -2.829 3.862  0.28
44 H -9.622 -2.466 1.507  0.32
45 H -8.478 -3.895 1.687  0.43
46 O -2.522 8.884 -4.893  -0.64
47 S -1.788 7.785 -5.542  1.06
48 O -0.543 7.269 -4.963  -0.65
49 C -2.913 6.338 -5.873  -0.72
50 C -3.403 6.627 -7.302  -0.49
51 C -2.147 6.983 -8.024  -0.55
52 C -1.478 8.142 -7.334  -0.68
53 H -3.622 6.445 -5.052  0.41
54 H -2.255 5.469 -5.879  0.33
55 H -3.967 5.751 -7.624  0.32
56 H -4.157 7.405 -7.423  0.28
57 H -2.278 7.375 -9.032  0.30
58 H -1.438 6.164 -8.140  0.27
59 H -2.043 9.046 -7.563  0.37
60 H -0.425 8.300 -7.567  0.38
61 O -1.918 10.469 1.151  -0.61
62 S -1.091 11.518 1.736  1.03
63 O -1.511 12.244 2.955  -0.63
64 C 0.739 11.052 1.746  -0.75
65 C 1.380 11.514 0.392  -0.58
66 C 0.713 12.818 0.216  -0.58
67 C -0.780 12.701 0.400  -0.64
68 H 0.767 9.988 1.981  0.43
69 H 1.198 11.604 2.566  0.34
70 H 2.468 11.572 0.418  0.31
71 H 1.174 10.873 -0.465  0.32
72 H 1.048 13.106 -0.780  0.31
73 H 1.224 13.464 0.931  0.30
74 H -1.163 12.114 -0.435  0.33
75 H -1.432 13.573 0.359  0.42
76 C -2.049 -11.041 -5.826  -0.79
77 O -2.096 -9.653 -5.830  -0.28
78 C -2.528 -8.982 -4.598  -0.79
79 C -2.236 -7.466 -4.732  0.76
80 C -2.598 -6.652 -3.530  -1.40
81 N -2.934 -6.955 -5.898  -0.76
82 H -1.654 -11.518 -4.930  0.31
83 H -1.393 -11.387 -6.625  0.25
84 H -3.029 -11.473 -6.031  0.29
85 H -3.595 -9.197 -4.547  0.35
86 H -2.245 -9.320 -3.601  0.40
87 H -1.157 -7.399 -4.872  0.12
88 H -3.615 -6.772 -3.158  0.33
89 H -2.421 -5.592 -3.714  0.36
90 H -1.908 -6.799 -2.699  0.35
91 H -2.761 -5.962 -5.954  0.23
92 H -2.465 -7.391 -6.679  0.27
93 C 1.855 -9.943 0.391  -0.72
94 O 0.602 -9.458 0.968  -0.34
95 C 0.681 -8.246 1.770  -0.67
96 C 1.582 -8.523 3.034  0.60
97 C 1.074 -9.594 4.018  -1.34
98 N 1.889 -7.291 3.751  -0.68
99 H 1.654 -10.727 -0.338  0.26
100 H 2.512 -10.371 1.149  0.28
101 H 2.456 -9.214 -0.153  0.30
102 H 1.074 -7.439 1.152  0.31
103 H -0.278 -7.847 2.100  0.34
104 H 2.580 -8.835 2.728  0.18
105 H 0.834 -10.495 3.453  0.30
106 H 0.126 -9.375 4.508  0.32
107 H 1.869 -9.810 4.732  0.38
108 H 2.368 -6.561 3.243  0.22
109 H 2.541 -7.469 4.502  0.25
110 C -2.532 -0.165 -6.668  -0.74
111 O -2.043 0.216 -7.932  -0.32
112 C -0.716 0.544 -7.886  -0.59
113 C -0.241 1.082 -9.252  0.55
114 C -0.214 0.062 -10.382  -1.45
115 N 0.990 1.823 -9.269  -0.74
116 H -3.614 -0.268 -6.744  0.26
117 H -2.412 0.569 -5.871  0.30
118 H -2.050 -1.100 -6.381  0.31
119 H -0.589 1.318 -7.129  0.32
120 H -0.093 -0.280 -7.539  0.33
121 H -0.983 1.805 -9.592  0.22
122 H 0.366 0.411 -11.236  0.41
123 H -1.185 -0.225 -10.786  0.33
124 H 0.202 -0.894 -10.063  0.32
125 H 0.954 2.569 -8.588  0.26
126 H 1.694 1.227 -8.856  0.25
127 C 4.695 5.546 0.773  -0.82
128 O 5.822 4.753 0.473  -0.31
129 C 6.987 5.029 1.303  -0.72
130 C 8.098 4.020 0.929  0.38
131 C 7.643 2.557 1.044  -1.36
132 N 9.221 4.195 1.732  -0.74
133 H 4.330 5.354 1.782  0.31
134 H 3.732 5.307 0.322  0.31
135 H 4.911 6.614 0.762  0.30
136 H 7.291 6.030 0.997  0.39
137 H 6.677 4.808 2.324  0.36
138 H 8.402 4.215 -0.099  0.38
139 H 6.746 2.394 0.447  0.34
140 H 7.503 2.318 2.099  0.29
141 H 8.414 1.934 0.590  0.33
142 H 9.628 5.111 1.605  0.28
143 H 8.870 4.317 2.671  0.28
144 C -1.620 3.272 -0.435  -0.80
145 O -1.302 2.296 0.502  -0.22
146 C -0.906 1.021 -0.076  -0.76
147 C -0.679 -0.013 0.983  0.58
148 C 0.564 0.215 1.843  -1.46
149 N -0.496 -1.212 0.279  -0.62
150 H -2.584 3.063 -0.899  0.31
151 H -0.875 3.412 -1.218  0.30
152 H -1.791 4.225 0.065  0.24
153 H -1.563 0.633 -0.855  0.35
154 H 0.038 1.274 -0.558  0.30
155 H -1.592 -0.168 1.557  0.30
156 H 0.639 1.266 2.123  0.32
157 H 1.492 -0.029 1.327  0.32
158 H 0.639 -0.223 2.839  0.39
159 H -0.094 -1.835 0.965  0.24
160 H -1.447 -1.519 0.130  0.24
161 C -1.656 5.569 9.606  -0.64
162 O -1.723 5.594 8.141  -0.31
163 C -2.542 4.670 7.482  -0.69
164 C -2.228 4.583 5.930  0.56
165 C -2.402 5.892 5.249  -1.43
166 N -3.187 3.777 5.256  -0.77
167 H -0.826 6.249 9.796  0.21
168 H -1.513 4.511 9.826  0.30
169 H -2.547 5.902 10.139  0.26
170 H -2.378 3.654 7.842  0.35
171 H -3.606 4.813 7.667  0.27
172 H -1.281 4.091 5.707  0.30
173 H -3.419 6.266 5.130  0.35
174 H -1.841 5.862 4.315  0.38
175 H -1.992 6.753 5.776  0.32
176 H -2.942 3.794 4.277  0.27
177 H -4.072 4.262 5.201  0.28
178 C 3.541 -1.195 -3.108  -1.22
179 C 2.715 -2.278 -3.740  0.41
180 C 2.996 -3.718 -3.275  -1.19
181 O 1.335 -1.974 -3.558  -0.49
182 H 3.214 -0.243 -3.525  0.32
183 H 4.625 -1.255 -3.211  0.36
184 H 3.300 -1.122 -2.047  0.25
185 H 3.007 -2.174 -4.785  0.27
186 H 2.623 -3.867 -2.262  0.37
187 H 4.071 -3.891 -3.229  0.32
188 H 2.581 -4.343 -4.066  0.28
189 H 1.169 -2.214 -2.644  0.29


[2]
3 unconnected molecules or ions with the total composition C4H12O3 in a non-equilibrium geometry. Source: the OMol25 dataset; level of theory: wB97M-V/def2-TZVPD.

Summary:
Kohn-Sham gap = 9.8 eV
energy above the lowest of the compared OMol25 structures with the same formula, charge and spin = 253.66 kJ/mol
total charge = 0
highest occupied orbital energy = -0.3368 hartree
SMILES = C/C=C/CO.O.O

Each line ends with the Mulliken charge.
Cartesian coordinates (Å):
1 C 1.720 2.267 0.220  -1.18
2 C 0.456 1.721 0.721  0.09
3 C -0.538 1.792 -0.163  -0.26
4 C -1.991 1.379 0.152  -0.25
5 O -2.241 1.681 1.463  -0.50
6 H 2.151 2.784 1.077  0.34
7 H 2.408 1.498 -0.089  0.27
8 H 1.544 2.981 -0.575  0.31
9 H 0.461 1.211 1.614  0.36
10 H -0.419 2.321 -0.995  0.37
11 H -2.060 0.335 -0.010  -0.12
12 H -2.908 1.741 -0.296  0.33
13 H -1.952 1.023 2.157  0.33
14 O 2.355 -5.846 -2.700  -0.62
15 H 1.884 -6.020 -1.980  0.29
16 H 3.302 -5.597 -2.624  0.33
17 O -1.189 -1.644 0.994  -0.61
18 H -1.552 -1.091 0.302  0.26
19 H -1.430 -2.536 0.731  0.28


[3]
C20H26N4O4S in the gas phase in a non-equilibrium geometry. Source: the OMol25 dataset; level of theory: wB97M-V/def2-TZVPD.

Summary:
Kohn-Sham gap = 9.0 eV
energy above the lowest of the compared OMol25 structures with the same formula, charge and spin = 74.52 kJ/mol
total charge = 0
highest occupied orbital energy = -0.3162 hartree
SMILES = COc1ccc(CN(CC(=O)NC(C)C)C(=O)CCC(=O)Nc2nccs2)cc1

Each line ends with the Mulliken charge.
Cartesian coordinates (Å):
1 C 1.466 2.666 -4.373  -0.79
2 O 0.583 1.791 -3.714  -0.42
3 C 0.525 1.824 -2.354  0.44
4 C -0.464 1.033 -1.767  -0.76
5 C -0.615 0.999 -0.398  1.26
6 C 0.222 1.742 0.425  -0.04
7 C 0.026 1.763 1.924  -1.10
8 N -0.486 0.526 2.481  0.16
9 C -1.803 0.543 3.097  -1.14
10 C -2.940 0.183 2.121  0.71
11 O -3.803 0.981 1.818  -0.71
12 N -2.869 -1.079 1.681  0.04
13 C -3.838 -1.680 0.783  0.09
14 C -4.145 -3.091 1.272  -1.49
15 C -3.302 -1.697 -0.648  -0.99
16 C 0.183 -0.648 2.475  0.59
17 O -0.325 -1.665 2.923  -0.74
18 C 1.601 -0.662 1.931  -0.05
19 C 1.840 -1.965 1.154  -1.04
20 C 1.039 -1.958 -0.117  0.16
21 O -0.037 -2.488 -0.256  -0.63
22 N 1.586 -1.303 -1.207  0.16
23 C 2.742 -0.593 -1.331  0.16
24 N 3.522 -0.200 -0.386  -0.19
25 C 4.584 0.492 -0.864  -0.89
26 C 4.632 0.641 -2.209  -0.13
27 S 3.277 -0.132 -2.949  -0.14
28 C 1.216 2.512 -0.160  -0.84
29 C 1.371 2.563 -1.535  -0.38
30 H 1.264 3.709 -4.114  0.37
31 H 2.512 2.430 -4.148  0.24
32 H 1.289 2.516 -5.437  0.25
33 H -1.115 0.461 -2.411  0.48
34 H -1.393 0.393 0.036  -0.38
35 H -0.703 2.545 2.155  0.38
36 H 0.967 2.035 2.418  0.27
37 H -2.002 1.534 3.506  0.46
38 H -1.803 -0.193 3.907  0.43
39 H -2.099 -1.664 1.986  0.41
40 H -4.737 -1.055 0.833  0.38
41 H -3.246 -3.702 1.218  0.34
42 H -4.913 -3.546 0.652  0.43
43 H -4.495 -3.071 2.301  0.37
44 H -3.977 -2.253 -1.293  0.53
45 H -3.219 -0.683 -1.030  0.25
46 H -2.322 -2.169 -0.670  0.10
47 H 2.278 -0.641 2.789  0.32
48 H 1.820 0.187 1.293  0.03
49 H 2.900 -2.063 0.929  0.48
50 H 1.494 -2.802 1.763  0.56
51 H 1.012 -1.356 -2.042  0.34
52 H 5.303 0.874 -0.163  0.45
53 H 5.365 1.145 -2.805  0.48
54 H 1.882 3.092 0.463  0.38
55 H 2.152 3.179 -1.952  0.44


[4]
CH3FN2 in the gas phase in a non-equilibrium geometry. Source: the OMol25 dataset; level of theory: wB97M-V/def2-TZVPD.

Summary:
Kohn-Sham gap = 10.9 eV
energy above the lowest of the compared OMol25 structures with the same formula, charge and spin = 224.22 kJ/mol
total charge = 0
highest occupied orbital energy = -0.3756 hartree
SMILES = N/C=N/F

Each line ends with the Mulliken charge.
Cartesian coordinates (Å):
1 N 0.036 -0.367 -0.389  -0.41
2 C -0.069 -0.075 0.955  0.11
3 N -0.642 -0.908 1.704  -0.28
4 F -0.600 -0.623 3.251  -0.27
5 H -0.175 0.272 -1.144  0.22
6 H -0.136 -1.361 -0.704  0.26
7 H 0.493 0.704 1.396  0.36